Run i
The following is a quantum chemistry calculation of one molecule with the formula C2H2FNO2, from the OMol25 dataset.

LUMO (spin up / spin down) ... -0.8236 / -0.8237 eV
HOMO energy (spin up / spin down) ... -9.59 / -9.59 eV
SMILES ... O=C[C@@H](F)N=O
HOMO-LUMO gap (spin up / spin down) ... 8.76 / 8.76 eV

Each line ends with the Löwdin charge.
Element x y z (Å)
O: -0.730 -1.564 1.109  0.138
C: -0.057 -1.165 0.260  -0.110
C: -0.328 0.544 -0.309  -0.274
F: -1.468 1.001 0.355  -0.022
N: 0.661 1.280 0.266  -0.043
O: 1.811 1.208 -0.071  0.024
H: 0.731 -1.698 -0.167  0.101
H: -0.620 0.394 -1.443  0.187

=====

Run ii
The following is a quantum chemistry calculation of one molecule with the formula C2H2FNO2, from the OMol25 dataset.

LUMO (spin up / spin down) ... -0.8722 / -0.8712 eV
HOMO energy (spin up / spin down) ... -9.44 / -9.44 eV
SMILES ... O=C[C@@H](F)N=O
HOMO-LUMO gap (spin up / spin down) ... 8.57 / 8.57 eV

Each line ends with the Löwdin charge.
Element x y z (Å)
O: 0.384 -1.268 1.864  0.059
C: -0.003 -0.501 0.997  -0.260
C: -0.550 -0.809 -0.345  -0.249
F: -0.911 -2.105 -0.413  0.015
N: -2.143 0.007 -0.149  0.059
O: -2.146 1.126 0.123  0.035
H: -0.183 0.658 1.330  0.152
H: 0.016 -0.489 -1.359  0.189

=====

Result of the stability comparison: run ii is the most stable of them.

=====

Run i
The following is a quantum chemistry calculation of a 2-piece molecular cluster, C2H8N3S overall, from the OMol25 dataset.

LUMO (spin up / spin down) ... -6.2458 / -6.2417 eV
HOMO energy (spin up / spin down) ... -12.42 / -12.43 eV
Charge ... +1
HOMO-LUMO gap (spin up / spin down) ... 6.17 / 6.19 eV

Each line ends with the Löwdin charge.
Element x y z (Å)
C: -1.691 -0.727 -0.893  -0.336
C: 2.562 1.062 1.055  -0.166
N: -1.188 -1.159 -2.006  0.093
N: 1.467 0.411 1.706  -0.516
N: -2.917 -0.443 -0.571  0.086
S: 0.721 -0.909 1.070  0.845
H: 3.341 1.262 1.824  0.106
H: 3.038 0.627 0.224  0.063
H: 2.190 2.151 0.730  0.145
H: -1.815 -1.320 -2.851  0.159
H: -0.181 -1.286 -1.951  0.089
H: 1.174 0.635 2.713  0.140
H: -3.615 -0.380 -1.380  0.154
H: -3.085 0.076 0.329  0.138

=====

Run ii
The following is a quantum chemistry calculation of a 2-piece molecular cluster, C2H8N3S overall, from the OMol25 dataset.

LUMO (spin up / spin down) ... -5.2472 / -5.2462 eV
HOMO energy (spin up / spin down) ... -12.47 / -12.47 eV
Charge ... +1
HOMO-LUMO gap (spin up / spin down) ... 7.22 / 7.22 eV

Each line ends with the Löwdin charge.
Element x y z (Å)
C: 0.438 -0.811 1.091  -0.596
C: -0.228 0.037 -1.769  -0.119
N: -0.468 -1.260 1.989  -0.001
N: -0.856 0.529 -0.602  -0.041
N: -0.632 1.758 -0.455  0.105
S: 2.084 -0.781 1.510  0.793
H: -0.875 -0.080 -2.672  0.127
H: 0.769 0.444 -1.948  0.098
H: -0.223 -1.066 -1.598  0.101
H: -1.483 -1.027 1.865  0.122
H: -0.236 -1.524 2.974  0.121
H: -1.136 2.293 0.336  0.197
H: 2.704 -0.789 0.264  -0.090
H: 0.142 2.277 -0.984  0.184

=====

Result of the stability comparison: run i is the most stable of them.